Record 1
13
Properties=species:S:1:pos:R:3 method="wB97M-V/def2-TZVPD" de_lowest_kcal_mol=103.0 homo_ha=-0.00165 total_charge=-2
H -1.30986 -0.11124 2.10347
S -2.57155 2.49358 0.88459
C -1.22821 1.24468 0.35237
H -0.24663 1.85377 0.10454
O 1.02098 -0.30476 -0.45444
O 1.42216 -1.65636 -2.80319
C 0.45678 -0.67111 0.67694
H 1.15917 -1.02144 -1.30071
H 0.52243 0.34506 1.43289
O 0.87588 -1.72476 1.44573
C -0.66725 0.21318 1.31008
H 2.24021 -1.45893 -3.23581
H -1.67410 0.79833 -0.51649


Record 2
13
Properties=species:S:1:pos:R:3 method="wB97M-V/def2-TZVPD" de_lowest_kcal_mol=19.3 homo_ha=-0.25289
H -3.13402 0.19982 0.83474
H 0.99510 1.24296 -0.63818
H 0.71143 -0.63021 -2.04930
O -0.23085 -0.36897 -0.22176
C 0.70425 1.04162 1.50564
O -0.27056 0.57773 2.19217
H -1.07423 -0.82926 -2.01873
C -0.14124 -1.02553 -1.47986
Sn -1.61416 -0.39703 1.17972
H 1.80648 -0.16320 0.10310
C 0.88705 0.44194 0.10935
O 1.38462 2.01761 1.81089
H -0.02389 -2.10750 -1.32777


Record 3
13
Properties=species:S:1:pos:R:3 method="wB97M-V/def2-TZVPD" de_lowest_kcal_mol=109.0 homo_ha=-0.37590
C -1.13541 -0.25419 0.64135
C 0.78322 1.28327 -1.12488
H -0.56839 -2.05377 1.80661
O 0.02034 -0.79122 0.53618
H -0.37804 1.25625 -0.74606
O -1.54613 0.76712 0.07563
C 1.22139 -0.00393 -0.70071
H 1.13122 -0.83654 -1.38996
H 1.19295 2.12267 -0.56920
H 0.72713 1.42079 -2.20182
O -1.49400 -2.02544 2.13145
O -1.99233 -0.80966 1.53423
H 2.03803 -0.07533 0.00717


Record 4
13
Properties=species:S:1:pos:R:3 method="wB97M-V/def2-TZVPD" de_lowest_kcal_mol=40.2 homo_ha=-0.37444 smiles="O=C[C@@H](O)C(O)O"
H 1.51448 -0.74819 1.88090
O 1.78977 0.01580 1.35066
H 1.60779 0.71828 -0.51471
H 0.20974 -1.68553 -0.22782
H -0.66660 0.76890 1.27609
H -1.71661 -0.92374 -0.56453
O -1.12565 -0.98982 0.22899
C 1.18004 -0.06001 0.11930
C -1.03536 1.11322 -0.82612
O 1.19041 -1.27622 -0.44442
H -0.63332 2.13296 -0.91135
O -1.77601 0.63031 -1.66243
C -0.53869 0.30406 0.29544


Record 5
13
Properties=species:S:1:pos:R:3 method="wB97M-V/def2-TZVPD" de_lowest_kcal_mol=43.0 homo_ha=-0.38620 smiles="COC=O.O=CO"
H -0.40863 1.82602 1.14495
O 1.64842 -0.58942 -1.24667
H 0.45447 0.57773 -2.44977
H -0.17881 -1.95217 0.75242
H 1.61516 1.75709 -0.05449
O 1.09752 1.57082 -0.83568
C 1.10791 0.51167 -1.53259
H -1.99901 -1.52209 1.06565
C -1.12812 -1.35284 0.46537
O -1.03895 0.03322 0.32006
H -1.50144 -1.84464 -0.46065
O 0.58653 0.25268 1.78834
C -0.25506 0.73193 1.04305


Record 6
14
Properties=species:S:1:pos:R:3 method="wB97M-V/def2-TZVPD" de_lowest_kcal_mol=34.2 multiplicity=4 homo_ha="-0.74225 / -0.73407" s2=3.757 total_charge=+2
C 0.10076 0.72051 0.06056
O -0.19838 0.21830 -1.14914
H -0.44907 0.26350 2.82964
H 1.29605 0.20018 2.32968
H -0.73481 1.92322 -2.19945
O -0.66560 -3.92675 0.61743
H 0.32881 -1.37176 2.55836
O -0.13422 -0.31470 0.88427
C -0.06846 1.06308 -2.31306
O 0.51601 1.79469 0.33904
H 0.97603 1.37446 -2.40776
C 0.31226 -0.27120 2.25519
Pr -0.90677 -2.11654 -0.64639
H -0.37261 0.44300 -3.15837


Record 7
15
Properties=species:S:1:pos:R:3 method="wB97M-V/def2-TZVPD" de_lowest_kcal_mol=78.4 homo_ha=-0.31675
H 1.65873 -2.05623 -0.57921
S -0.55204 0.94471 -0.69904
H -2.46699 1.63889 0.95537
C 1.56147 1.36861 0.99935
S 2.40365 0.27210 -0.27589
H 3.24432 -1.91359 0.48192
O -0.55499 -0.49486 -0.47244
H -2.80151 1.31153 -0.81927
O 3.81790 0.54009 -0.27734
C -2.03348 1.69679 -0.09704
H -1.92308 2.74062 -0.28976
C 2.28568 -1.53793 0.25626
O 0.41976 1.65095 0.69132
O 1.69354 0.67049 -1.46542
H 1.91064 -1.39308 1.27800


Record 8
11
Properties=species:S:1:pos:R:3 method="wB97M-V/def2-TZVPD" de_lowest_kcal_mol=166.5 homo_ha=-0.31598
H -0.54907 -2.03232 1.64285
H -0.31969 -2.24433 -1.06489
C -0.27236 -0.12653 0.10472
H 0.88137 1.11290 1.61764
S -1.62266 0.32698 -0.71068
C 0.10382 -1.62391 0.33493
H 0.76797 1.99165 -0.04555
O 2.12691 0.29157 0.44186
H 1.59701 -1.30889 0.47839
C 0.90451 0.91749 0.51229
H 2.15392 -0.08556 -0.50417


Record 9
11
Properties=species:S:1:pos:R:3 method="wB97M-V/def2-TZVPD" de_lowest_kcal_mol=93.2 homo_ha=-0.33978 smiles=SC[C@H]1CO1
H 0.25259 1.14033 2.99422
H -0.96866 -1.61995 -1.56932
H 0.26222 -0.82225 -2.59625
C 0.33224 0.26586 -0.43324
S -0.64552 1.47573 1.72106
H -0.77702 -0.85820 0.93889
O -0.59781 0.86850 -1.45121
H 1.41911 0.76578 -0.52194
H 0.93135 -0.57407 1.52255
C 0.05526 -0.12135 0.96373
C -0.26377 -0.52038 -1.56851


Record 10
12
Properties=species:S:1:pos:R:3 method="wB97M-V/def2-TZVPD" de_lowest_kcal_mol=66.0 homo_ha="-0.34479 / -0.30352"
C 1.21805 0.73855 -0.19593
C 0.10263 0.10990 0.54286
H -0.22907 2.14580 1.53254
S -1.91102 -0.14624 -1.65245
H 2.15305 0.58443 0.35189
S -0.76071 0.93549 1.76471
C -0.17816 -1.29331 0.30777
H -1.05377 -1.68758 0.85871
H 1.31706 0.23877 -1.16051
H 1.07477 1.80740 -0.34804
H -2.26703 -1.42811 -1.63286
O 0.53421 -2.00511 -0.36867